DFT (ωB97M-V/def2-TZVPD) results for a 3-piece molecular cluster, C31H56N4O5P overall at a distorted geometry.

## Properties
electronic energy	-58539.40045	eV
largest force on an atom	2.1	eV/Å
energy relative to the best compared isomer or geometry (same formula, charge and spin)	8.0	kcal/mol
orbital gap (alpha / beta)	7.553 / 7.460	eV
LUMO level (alpha / beta)	2.585 / 2.492	eV

```
! wB97M-V def2-TZVPD RIJCOSX def2/J DEFGRID3
* xyz -1 3
P 0.0732 -2.1520 4.5637
O 0.4660 -3.2554 -4.8852
O 0.3324 -2.2651 1.3170
O 0.8463 -0.1307 1.6718
O -0.2634 4.0588 -1.8533
O -2.0769 1.6764 5.1167
N 0.5018 -3.6166 4.1779
N 0.4828 -3.6779 -3.6634
N -0.7866 2.9243 -2.1805
N -0.8546 0.2458 3.5948
C 2.8982 -4.2126 -3.4358
C 1.7609 -3.2938 -2.9941
C 0.2042 1.2693 6.9859
C -1.2851 2.7075 4.6556
C 0.6599 2.0132 -0.3800
C 2.0963 -1.8422 -3.2875
C -0.0900 2.8018 -4.5657
C 0.1159 1.7948 -1.7867
C -1.9518 4.2982 -3.8673
C -2.3240 1.8676 -3.8477
C -0.4023 -5.4807 -2.1758
C 1.6090 -3.3008 -1.4658
C -1.7964 0.3359 4.6835
C 0.2058 2.7703 6.7753
C 0.1468 4.8902 3.6304
C 0.4706 4.3132 4.8522
C 1.2692 1.6621 -2.7831
C -0.6563 -1.1692 3.1997
C 2.5525 -5.6950 -3.3022
C 1.2426 -6.0156 -4.0196
C -1.2607 2.9669 -3.5956
C -1.6165 3.2994 3.4362
C -0.6594 0.4660 -1.7034
C -0.2317 3.2368 5.3980
C -1.3746 4.9894 1.6023
C 0.0813 -5.1124 -3.6023
C -1.1013 -5.3569 -4.5321
C 0.2926 -1.2017 1.9423
C 0.8097 1.6112 -4.2393
C -0.6105 3.5172 7.8598
C -0.9301 4.3864 2.9093
H -2.7935 1.5488 -2.9185
H 2.4702 -2.8312 -0.9942
H 0.7124 5.7203 3.2381
H 3.3572 -6.2978 -3.7299
H -1.9400 -4.7071 -4.2775
H -1.5997 -1.6210 2.8829
H -0.7191 -4.5999 -1.6201
H -0.5702 5.0421 0.8802
H 0.8081 0.9975 7.8488
H -1.2648 -6.1455 -2.2214
H -0.1500 2.1553 0.3345
H -0.4829 2.7048 -5.5812
H 0.6781 0.7955 6.1310
H 1.2255 1.1389 -0.0594
H -1.3490 4.1660 7.4015
H -2.3502 4.2924 -4.8820
H 0.9636 -7.0565 -3.8381
H 3.1520 -4.0021 -4.4815
H 2.4899 -5.9743 -2.2475
H -1.2679 5.1415 -3.7887
H 1.2945 4.7333 5.4089
H 0.0367 4.1765 8.4278
H 1.2605 -1.2119 -2.9893
H -0.8456 -5.1951 -5.5782
H 0.7337 -2.7215 -1.1751
H 1.4033 -5.9203 -5.0991
H 1.8448 0.7689 -2.5470
H 0.3574 -5.9936 -1.5881
H -1.3052 0.6703 2.7935
H -0.0281 -0.2952 -1.2448
H -3.1237 2.2435 -4.4860
H -2.4495 2.8762 2.8943
H -1.9159 0.9871 -4.3427
H 2.9687 -1.5365 -2.7113
H 1.5209 -4.2847 -1.0120
H 1.3233 2.8769 -0.3264
H 1.4944 -3.7558 4.2917
H 3.7897 -3.9842 -2.8488
H -1.4256 -6.3923 -4.4300
H 0.2908 0.6699 -4.4413
H -2.1803 4.3969 1.1895
H 1.6810 1.6229 -4.8980
H -1.1520 2.8465 8.5186
H -2.7788 4.4595 -3.1737
H 2.3202 -1.6512 -4.3383
H 0.5176 3.7129 -4.5530
H -1.5442 0.5756 -1.0751
H 1.2363 3.0930 6.8758
H -0.9705 0.0731 -2.6705
H -0.9215 -2.2421 5.5657
H 1.9534 2.5091 -2.6601
H -1.4559 -0.2413 5.5359
H -1.7603 5.9844 1.8036
H 1.1728 -1.4186 5.0495
H -0.7865 0.8644 7.1450
H -2.7718 -0.0882 4.4062
*
```

DFT (ωB97M-V/def2-TZVPD) results for an isolated ion of composition C7H16N3 and charge +1 at a distorted geometry.

## Properties
electronic energy	-11979.38224	eV
largest force on an atom	5.1	eV/Å
energy relative to the best compared isomer or geometry (same formula, charge and spin)	92.6	kcal/mol
orbital gap	9.392	eV
LUMO level	-3.681	eV

```
! wB97M-V def2-TZVPD RIJCOSX def2/J DEFGRID3
* xyz 1 1
N -0.8380 -1.4508 0.1702
N -0.4205 0.7323 -0.0136
N 0.4852 -1.5701 0.1391
C -1.3358 -0.3110 0.2432
C -2.7684 -0.0343 0.4754
C -0.8999 1.5409 -1.1193
C 1.1542 0.3984 1.9055
C 0.8084 -2.3126 -1.0690
C 1.8705 1.2972 -0.4336
C 0.7949 0.6862 0.4734
H 0.6514 -2.1977 0.9538
H 0.5407 -1.8705 -1.9682
H 0.4508 -3.4166 -0.9845
H 1.5625 1.3773 2.3010
H 2.5467 1.8304 0.2174
H -3.2451 0.4659 -0.3334
H 0.1586 -0.0119 2.4764
H -3.2833 -0.8934 0.7655
H -2.8129 0.7834 1.1862
H 1.3952 1.9316 -1.1071
H -1.1369 0.8067 -1.9224
H 2.4027 0.6397 -1.0248
H -1.8113 2.1365 -0.9291
H 1.9287 -0.3203 2.0247
H -0.1283 2.1789 -1.3451
H 1.9301 -2.4163 -1.0817
*
```

DFT (ωB97M-V/def2-TZVPD) results for one molecule with the formula C9H19N3O4 at a distorted geometry.

## Properties
electronic energy	-22301.97513	eV
largest force on an atom	2.5	eV/Å
energy relative to the best compared isomer or geometry (same formula, charge and spin)	2.7	kcal/mol
orbital gap	10.085	eV
LUMO level	0.612	eV

```
! wB97M-V def2-TZVPD RIJCOSX def2/J DEFGRID3
* xyz 0 1
O 0.9605 1.8890 1.5285
O 2.6461 -1.5777 1.3011
O 0.2908 2.9002 -0.4199
O 5.2074 -0.7471 0.4469
N 3.2251 1.1277 -0.4651
N -5.5211 -0.9623 -0.1668
N 0.8411 -0.5870 0.4057
C 3.0620 -0.2851 -0.6928
C 2.1694 -0.8495 0.4532
C -1.2255 0.2658 -0.6036
C 0.5091 1.8906 0.2362
C 0.2556 0.5176 -0.3184
C -4.0881 -1.0771 -0.0443
C -3.5251 0.1922 0.5337
C -2.0139 0.2440 0.7317
C 4.3953 -1.0428 -0.6910
H 4.2175 -2.1373 -0.6828
H -3.5751 -1.3345 -0.9781
H -1.2833 -0.7123 -1.1122
H 0.4591 -0.9069 1.2809
H 4.5770 -1.0412 1.1775
H -1.8197 1.1969 1.2437
H -4.0186 0.4123 1.5102
H 1.0287 2.7992 1.7867
H -1.5964 -0.5491 1.4006
H -5.7563 -0.0444 -0.6219
H -1.5935 1.0604 -1.3033
H 0.6965 0.4756 -1.3071
H 4.0376 1.2268 0.2289
H -5.8711 -1.7376 -0.8164
H 2.5237 -0.5034 -1.6537
H -3.8640 1.0560 -0.0922
H 3.5791 1.5532 -1.3257
H 4.9770 -0.7398 -1.5596
H -3.9068 -1.9723 0.5894
*
```

DFT (ωB97M-V/def2-TZVPD) results for a 3-piece molecular cluster, C3H12NO2 overall at a distorted geometry.

## Properties
electronic energy	-8887.28201	eV
largest force on an atom	5.6	eV/Å
energy relative to the best compared isomer or geometry (same formula, charge and spin)	39.7	kcal/mol
orbital gap (alpha / beta)	5.006 / 9.609	eV
LUMO level (alpha / beta)	0.294 / 0.287	eV

```
! wB97M-V def2-TZVPD RIJCOSX def2/J DEFGRID3
* xyz 0 2
O -1.2477 0.4951 -0.5822
O -4.5253 1.2055 -0.0308
N 0.8506 -0.4652 0.6614
C 2.7127 0.7110 -0.8372
C 0.2683 -1.4352 1.2789
C 2.3839 -0.4235 0.2008
H -4.9542 0.3368 -0.2754
H -5.4125 1.5966 -0.0127
H 0.6548 -2.0933 2.0372
H 2.4271 -1.4416 -0.3094
H 1.8943 0.6423 -1.5441
H 2.6547 1.6323 -0.3056
H -1.5047 -0.2372 -1.1648
H -0.7516 -1.4987 1.0030
H 0.0322 0.0312 0.2404
H 3.6647 0.4490 -1.2867
H -2.1065 0.8641 -0.3150
H 2.9592 -0.3691 1.2423
*
```

DFT (ωB97M-V/def2-TZVPD) results for one molecule with the formula C6H15N at a distorted geometry.

## Properties
electronic energy	-7954.89157	eV
largest force on an atom	2.5	eV/Å
energy relative to the best compared isomer or geometry (same formula, charge and spin)	20.2	kcal/mol
orbital gap	9.697	eV
LUMO level	1.149	eV

```
! wB97M-V def2-TZVPD RIJCOSX def2/J DEFGRID3
* xyz 0 1
N -0.2624 -0.4587 0.4871
C -1.0490 -2.5810 -0.1888
C -0.6510 -1.1987 -0.7283
C 0.2125 0.8938 0.2798
C 1.5978 1.1064 0.9517
C -1.7967 -0.5843 -1.5121
C 2.0640 2.5210 1.0739
H 1.4981 3.1243 1.7851
H 0.3646 1.1719 -0.7671
H -1.0016 -0.4972 1.1810
H -1.9927 -1.3187 -2.3052
H 1.9221 3.0663 0.1305
H -0.1142 -3.0899 0.0593
H 3.1391 2.5257 1.2553
H 0.2095 -1.3755 -1.3719
H -2.7622 -0.4061 -1.0449
H -1.4701 0.2794 -2.1014
H -1.6558 -2.5721 0.7100
H 2.2629 0.3991 0.4346
H -0.4816 1.6430 0.6890
H -1.5769 -3.2051 -0.9161
H 1.5436 0.5563 1.8983
*
```

DFT (ωB97M-V/def2-TZVPD) results for C32H35Cl3N6O2SiZr as an isolated structure at a distorted geometry.

## Properties
electronic energy	-93501.76658	eV
largest force on an atom	1.7	eV/Å
energy relative to the best compared isomer or geometry (same formula, charge and spin)	22.4	kcal/mol
orbital gap	6.747	eV
LUMO level	-6.356	eV

```
! wB97M-V def2-TZVPD RIJCOSX def2/J DEFGRID3
* xyz 2 1
Zr 0.5044 -0.4762 -0.5620
Cl 3.4904 -0.6968 -1.3547
Cl 1.4915 4.1795 -0.5599
Cl 6.6944 3.6394 -1.6856
Si -1.7049 0.9976 -1.2182
O 1.4606 1.1455 -0.8028
O -1.0192 -1.9942 -0.6946
N 0.5303 -1.6550 3.7364
N 1.4011 -2.6433 -1.3536
N 0.8723 -0.4868 1.6042
N 0.5504 0.7772 3.6819
N 2.6090 -0.4634 3.3382
N -1.2739 -2.3577 -2.8776
C -1.6459 3.7432 -1.9128
C 0.2624 -1.6961 2.3274
C 1.9852 -1.6411 3.9611
C -1.7249 5.1076 -1.6542
C 3.7737 1.0220 -1.2729
C 0.0797 -1.8964 -3.2281
C -4.5038 0.8231 -0.9884
C 1.1204 -2.8296 -2.6550
C -1.9135 3.2844 0.4325
C 2.8125 -4.5637 -1.4145
C 2.5504 -4.7290 -2.7654
C -3.2959 0.3382 -0.4703
C -1.8835 5.5591 -0.3499
C -5.7599 -0.4308 0.6408
C 5.1532 2.9240 -1.4278
C -3.0621 -3.0512 -1.3957
C -1.7280 -2.4525 -1.6339
C -5.7201 0.4424 -0.4422
C 2.3761 -0.4819 1.9256
C 5.0258 1.5476 -1.4893
C 4.0626 3.7319 -1.1568
C 0.2825 0.7737 2.2745
C 2.2287 -3.5045 -0.7502
C -4.5774 -0.9233 1.1776
C -3.3616 -0.5425 0.6173
C 2.0028 0.7535 3.9099
C 2.6546 1.7921 -1.0015
C 1.6824 -3.8463 -3.3954
C -0.0466 -0.4191 4.3008
C -1.7353 2.8145 -0.8725
C 2.8162 3.1688 -0.9441
C -1.9820 4.6458 0.6970
H -1.6661 5.8173 -2.4716
H -3.7058 -2.2763 -0.9733
H -1.5155 3.4057 -2.9375
H -0.7892 0.7662 2.1041
H 2.4262 -2.5486 3.5468
H 3.4736 -5.2345 -0.8812
H 5.8784 0.9148 -1.7005
H -2.4535 -0.9532 1.0408
H 2.1799 -1.6206 5.0317
H -4.6049 -1.5991 2.0259
H 2.4377 -3.3311 0.2970
H 2.1913 0.7730 4.9801
H 0.1553 -1.8539 -4.3063
H -4.4956 1.5187 -1.8255
H -2.1291 4.9965 1.7134
H -6.7125 -0.7263 1.0646
H 4.1794 4.8087 -1.1066
H -1.1242 -0.4132 4.1378
H 3.0132 -5.5369 -3.3239
H 0.6789 -2.5992 1.8936
H -0.8060 -1.6830 2.1546
H 0.7171 1.6438 1.7930
H -3.5047 -3.4480 -2.3066
H 2.8081 0.3996 1.4674
H -6.6428 0.8344 -0.8568
H 0.1435 -0.3988 5.3704
H -2.0372 2.5872 1.2590
H 1.4487 -3.9486 -4.4507
H 2.4580 1.6343 3.4592
H -2.9697 -3.8433 -0.6502
H 2.8183 -1.3682 1.4913
H -1.8249 0.8426 -2.6828
H 0.2253 -0.8653 -2.8934
H -1.8420 -2.7467 -3.6113
H -1.9443 6.6220 -0.1479
*
```